87
Properties=species:S:1:pos:R:3:forces:R:3:lowdin_charge:R:1 method="wB97M-V/def2-TZVPD" gap_ha="0.205 / 0.214" relative_energy_kj_mol=0.0 total_energy_ha=-1936.4027 e_lumo_ev="-3.37 / -3.16" mol_weight_g_mol=689.4 charge=+1
Sr 0.57289 -0.52720 0.38931 0.071 -0.557 -0.305 1.45
C 0.28410 -0.81805 -4.42529 -0.007 -0.005 0.002 -0.01
C 0.09023 -0.55190 -2.96128 -0.024 0.040 0.034 -0.27
N 0.25042 -1.41603 -2.04146 0.022 0.043 -0.025 -0.01
C 0.60904 -2.80327 -2.32530 -0.016 0.003 0.007 -0.20
C 0.52090 -3.61664 -1.04052 0.034 -0.027 -0.014 -0.22
N 1.62073 -3.34039 -0.13013 -0.080 0.079 0.069 -0.08
C 1.40431 -3.61704 1.28147 0.011 -0.012 -0.026 -0.22
C 2.45927 -2.93496 2.14676 -0.010 0.017 -0.003 -0.19
N 2.29289 -1.47650 2.14636 0.016 0.077 0.036 -0.15
C 1.77306 -0.83633 3.37227 0.005 0.009 0.012 -0.18
C 0.44931 -0.07724 3.20871 -0.059 0.035 0.170 -0.13
N -0.80257 1.38001 1.58662 -0.050 0.059 0.057 -0.04
C -1.10472 2.41165 0.65647 -0.026 -0.035 0.014 -0.18
C -1.86906 3.61230 1.13404 0.021 -0.008 0.000 -0.02
C -0.91868 2.23404 -0.76771 -0.034 0.027 0.028 -0.21
C -1.31267 3.24132 -1.67643 0.014 0.029 0.012 0.02
C -1.24092 2.99354 -3.02559 0.003 -0.035 -0.019 -0.03
C -0.78450 1.75888 -3.48726 0.049 0.079 -0.008 0.00
C -0.37303 0.82510 -2.55096 -0.053 -0.007 0.048 -0.21
N -0.43624 1.07317 -1.24103 -0.023 0.018 0.006 0.05
H 0.85493 -1.72661 -4.59385 -0.008 0.000 -0.004 0.08
H 0.80673 0.00984 -4.90155 0.010 0.001 0.002 0.09
H -0.68477 -0.92583 -4.91931 0.006 0.007 -0.009 0.11
H 1.62277 -2.86928 -2.73628 0.006 0.005 0.006 0.13
H -0.06830 -3.23652 -3.06565 0.001 0.002 0.001 0.13
H 0.51254 -4.68205 -1.28644 0.000 0.002 -0.002 0.13
H -0.45196 -3.39888 -0.56764 -0.002 0.003 -0.003 0.10
H 2.12588 -2.48451 -0.30459 0.060 -0.034 -0.063 0.03
H 1.43290 -4.69759 1.44713 -0.007 -0.001 -0.001 0.13
H 0.40093 -3.28518 1.61358 0.000 0.001 0.008 0.11
H 3.44676 -3.18776 1.75474 0.001 -0.005 0.001 0.13
H 2.40368 -3.33566 3.16210 0.000 -0.001 -0.002 0.12
H 3.13740 -0.99967 1.86026 0.016 -0.031 0.000 0.10
H 2.52276 -0.16250 3.78721 -0.002 0.015 -0.027 0.13
H 1.59545 -1.61676 4.11694 0.012 0.000 0.003 0.12
H 0.04116 0.07616 4.20724 -0.014 -0.040 -0.009 0.12
H -0.29228 -0.73594 2.73493 -0.012 -0.006 0.005 0.08
H -1.92573 3.62294 2.21948 -0.014 -0.008 -0.001 0.08
H -2.88802 3.63518 0.73372 -0.002 0.014 0.005 0.10
H -1.37822 4.53681 0.82017 -0.006 -0.001 -0.008 0.08
H -1.67645 4.19291 -1.32091 0.001 -0.003 0.005 0.11
H -1.55260 3.75159 -3.73187 0.003 0.002 0.001 0.12
H -0.75838 1.55049 -4.54588 0.016 -0.008 0.000 0.11
C 3.15748 5.87490 -1.56453 0.002 0.001 0.007 -0.05
C 2.74650 4.71764 -0.69565 0.007 -0.007 -0.014 -0.28
C 1.78972 4.84232 0.30260 -0.007 -0.016 0.016 -0.04
C 1.40480 3.77471 1.09963 0.022 -0.004 0.004 -0.04
C 1.95770 2.48531 0.95358 -0.035 -0.027 -0.016 -0.25
N 1.64006 1.34688 1.63950 -0.008 0.089 0.014 -0.06
C 0.52398 1.32575 2.50059 0.056 0.203 -0.039 -0.44
C 0.45685 2.39384 3.55224 0.020 -0.034 -0.019 0.00
C -0.58120 2.64756 4.38768 -0.024 -0.008 -0.006 -0.06
C -1.86816 2.04176 4.43725 0.023 0.010 0.005 -0.25
C -2.72497 2.32436 5.64337 -0.001 0.006 -0.007 -0.05
C -2.43133 1.20467 3.45484 -0.001 0.008 0.012 0.02
C -1.98536 0.95226 2.18903 -0.035 0.001 -0.029 -0.24
N -2.75685 0.10665 1.33808 0.041 -0.002 -0.011 -0.08
C -4.08833 0.10666 1.11518 -0.023 -0.015 0.020 -0.04
C -4.35789 -0.92418 0.24822 0.008 0.013 -0.022 -0.04
C -3.10434 -1.49864 -0.01275 0.007 -0.015 0.018 -0.14
N -2.13702 -0.87860 0.64689 -0.006 0.018 0.043 0.02
C 2.93614 2.38984 -0.06437 -0.003 -0.017 -0.023 -0.14
C 3.31057 3.45636 -0.85843 -0.013 0.022 -0.009 0.02
N 3.58948 1.13645 -0.30214 -0.012 -0.001 0.034 -0.10
C 4.90485 0.89842 -0.15752 0.028 0.012 -0.027 -0.05
C 5.15468 -0.37489 -0.62002 -0.029 -0.015 0.015 -0.04
C 3.89978 -0.83584 -1.03328 0.031 -0.002 -0.023 -0.17
N 2.94842 0.07674 -0.83656 0.029 -0.011 0.031 0.02
H 2.65305 6.79019 -1.25708 -0.001 0.001 -0.003 0.07
H 2.91140 5.69465 -2.61294 0.002 0.000 -0.001 0.08
H 4.23243 6.05327 -1.50778 0.000 0.004 -0.003 0.08
H 1.32738 5.80928 0.47240 0.001 0.002 0.002 0.11
H 0.66098 3.95218 1.86237 0.006 0.015 0.010 0.09
H 1.37131 2.95894 3.68566 -0.001 0.011 0.000 0.13
H -0.39506 3.38572 5.16134 -0.005 -0.002 0.004 0.12
H -2.14705 2.77081 6.44988 0.000 -0.003 0.003 0.08
H -3.18354 1.40861 6.02048 -0.004 0.002 -0.003 0.09
H -3.53872 3.01128 5.39477 0.001 0.004 0.004 0.09
H -3.35951 0.71084 3.72540 -0.001 0.003 0.002 0.13
H -4.72819 0.83954 1.57686 0.006 0.002 0.003 0.13
H -5.31528 -1.21217 -0.14777 0.000 0.005 -0.003 0.10
H -2.86643 -2.33444 -0.65155 -0.003 -0.001 -0.001 0.11
H 4.05641 3.28895 -1.62858 0.002 -0.004 0.002 0.13
H 5.55629 1.65353 0.24872 -0.005 0.005 0.001 0.14
H 6.10028 -0.88498 -0.66536 0.000 -0.002 0.004 0.10
H 3.66005 -1.78688 -1.48511 -0.002 0.003 -0.001 0.10



26
Properties=species:S:1:pos:R:3:forces:R:3:lowdin_charge:R:1 method="wB97M-V/def2-TZVPD" gap_ha=0.407 relative_energy_kj_mol=0.0 total_energy_ha=-5809.8515 e_lumo_ev=0.22 mol_weight_g_mol=518.6 smiles=ClC(Cl)Cl.ClC(Cl)Cl.ClC(Cl)Cl.ClC(Cl)Cl.CC#N
Cl 1.81989 4.67516 2.51218 -0.614 -0.664 -0.328 0.48
C 0.67391 3.27808 2.40449 0.002 0.748 0.116 -1.49
Cl -1.00084 3.86449 2.07695 0.717 -0.295 0.392 0.48
Cl 0.82028 2.35082 3.90017 -0.320 0.093 -0.221 0.55
H 0.92307 2.62983 1.57221 0.217 0.100 0.059 -0.06
Cl -1.92327 -0.44604 5.04337 -0.447 -0.033 0.381 0.57
C -0.86820 -0.82229 3.72696 0.581 -1.570 0.212 -1.55
Cl -1.62004 -1.92784 2.52813 0.056 0.466 0.476 0.53
Cl 0.66136 -1.56555 4.30632 -0.423 0.162 -0.080 0.49
H -0.57667 0.08383 3.28335 0.183 0.902 -0.943 -0.10
Cl 2.63546 2.40069 -1.23790 -0.300 0.271 -0.420 0.51
C 1.31330 2.91618 -2.33275 -0.092 -0.457 1.214 -1.53
Cl -0.11128 3.33971 -1.37118 0.036 0.095 0.049 0.52
Cl 0.91290 1.65573 -3.45318 -0.033 -0.481 -0.500 0.55
H 1.60300 3.78472 -2.87282 0.390 0.532 -0.286 0.00
Cl 0.43226 -4.29117 -1.95474 -0.609 -0.480 -0.986 0.46
C -0.49774 -4.47719 -3.54354 0.416 -0.335 1.129 -1.49
Cl 0.39209 -3.62782 -4.77479 0.006 -0.011 -0.329 0.54
Cl -2.11304 -3.80706 -3.31871 0.085 -0.150 -0.113 0.52
H -0.57403 -5.55819 -3.78981 0.127 0.929 0.306 0.03
C -0.69632 -1.00415 -0.79468 -0.797 0.134 0.061 -0.09
C -0.04386 -0.19538 0.23862 1.671 0.783 1.587 -0.25
N 0.55264 0.36676 1.07629 -1.598 -1.159 -2.078 0.16
H -0.02212 -1.65017 -1.35088 0.244 0.016 0.354 0.03
H -1.18734 -0.37543 -1.53122 0.046 0.355 -0.029 0.07
H -1.50542 -1.59771 -0.34285 0.457 0.049 -0.022 0.06